19
Properties=species:S:1:pos:R:3:forces:R:3 method="wB97M-V/def2-TZVPD" spin_multiplicity=1 homo_lumo_gap_ev=9.2 smiles="C=CC(=C)C.O.O" relative_energy_kj_mol=282.9 homo_energy_ev=-8.5
O -1.636965 0.717396 1.427093 -3.1 -0.9 2.5
O -0.907450 2.865771 -0.960220 -2.6 -0.1 -0.6
C 0.590474 -0.482492 -0.178163 -2.2 -1.7 -1.7
C -0.586068 -2.688560 0.244225 1.2 1.6 1.1
C 1.799347 0.196100 0.292158 1.5 2.8 -2.1
C 0.073291 -1.599747 0.741616 -0.7 -0.8 -3.0
C 0.071291 -0.245856 -1.449815 1.4 -0.2 0.6
H 2.700421 -0.307036 -0.097829 -0.2 0.1 0.1
H -1.821395 3.218721 -1.223934 2.1 -0.8 0.7
H -0.861523 -3.306255 1.074849 -0.5 -1.0 -0.3
H -0.766914 -2.956418 -0.807432 0.0 0.4 0.7
H 0.620930 0.407122 -2.198871 -0.6 -0.4 1.5
H 1.816673 1.273105 -0.199114 0.2 -2.0 1.2
H -0.973778 0.979278 0.866338 2.6 1.0 -2.0
H 0.311388 -1.676848 1.803152 0.0 0.7 -0.2
H -0.349173 3.625639 -0.967830 0.6 0.9 0.0
H -1.277160 0.436961 2.277056 0.1 0.2 -0.4
H 1.970616 0.274365 1.347030 -0.4 0.1 0.7
H -0.774004 -0.731244 -1.990310 0.5 0.1 1.3